(1)
The following is a DFT calculation (ωB97M-V/def2-TZVPD) of a cluster of 2 separate species, C5H14 in total.

Computed properties:
Orbital gap: 12.39 eV
Total charge: 0
LUMO energy: 1.12 eV
Spin multiplicity: 1

```
19
C5H14, DFT ωB97M-V/def2-TZVPD
C -0.01829 1.60773 -0.88572
C 0.38214 0.58466 -1.93375
C 1.71048 -0.15378 -1.62881
H -0.97160 2.12122 -1.03788
H 0.68522 2.44659 -0.86893
H -0.06598 1.14493 0.09175
H -0.45316 -0.10775 -2.05101
H 0.55942 1.04096 -2.90925
H 1.98615 -0.14822 -0.57509
H 1.51180 -1.22938 -1.70147
H 2.45805 0.14884 -2.34818
C -1.26880 -1.69335 1.90126
C -0.74493 -0.30233 2.33448
H -2.21604 -1.66032 1.37853
H -0.48706 -2.14997 1.32696
H -1.34026 -2.33784 2.77620
H -0.67441 0.27277 1.43011
H 0.06005 -0.41394 3.05232
H -1.51742 0.17241 2.94700
```

How is the electron density shared among the atoms? According to natural (NBO), the charges in e are: C -0.601; C -0.399; C -0.621; H 0.207; H 0.201; H 0.194; H 0.194; H 0.196; H 0.208; H 0.209; H 0.212; C -0.602; C -0.607; H 0.204; H 0.197; H 0.199; H 0.202; H 0.211; H 0.197

=====

(2)
The following is a DFT calculation (ωB97M-V/def2-TZVPD) of a cluster of 2 separate species, C5H14 in total.

Computed properties:
Orbital gap: 12.52 eV
Total charge: 0
LUMO energy: 1.13 eV
Spin multiplicity: 1

```
19
C5H14, DFT ωB97M-V/def2-TZVPD
C 1.17961 0.42754 2.68993
C 0.19403 -0.38052 1.79960
C 0.93647 -1.24307 0.80329
H 0.92042 1.48787 2.72060
H 2.21625 0.45227 2.35387
H 1.18648 -0.02187 3.67913
H -0.31449 -1.04052 2.48279
H -0.55081 0.30943 1.40547
H 1.61062 -1.91882 1.34111
H 0.32101 -1.85649 0.17079
H 1.64728 -0.71419 0.16172
C -0.46667 0.82798 -2.71019
C -1.82463 0.27655 -2.25108
H -0.57377 1.45469 -3.58937
H -0.13424 1.43692 -1.86725
H 0.26048 0.05813 -2.83128
H -1.88454 -0.80989 -2.27316
H -2.07183 0.59827 -1.23809
H -2.65167 0.65571 -2.84788
```

How is the electron density shared among the atoms? According to natural (NBO), the charges in e are: C -0.612; C -0.403; C -0.605; H 0.207; H 0.202; H 0.205; H 0.196; H 0.199; H 0.201; H 0.208; H 0.201; C -0.615; C -0.612; H 0.207; H 0.204; H 0.207; H 0.204; H 0.201; H 0.203

=====

Short version: (1) is the least stable of them.

=====

(1)
The following is a DFT calculation (ωB97M-V/def2-TZVPD) of a cluster of 2 separate species, C5H14 in total.

Computed properties:
Orbital gap: 11.96 eV
Total charge: 0
LUMO energy: 1.11 eV
Spin multiplicity: 1

```
19
C5H14, DFT ωB97M-V/def2-TZVPD
C 0.71318 0.29485 2.39341
C 0.89647 0.31644 0.87517
C 2.33425 0.80076 0.55722
H 0.10141 -0.55273 2.64659
H 0.14497 1.17393 2.65826
H 1.58214 0.36414 3.04063
H 0.70278 -0.68816 0.44451
H 0.22241 0.86180 0.23278
H 2.37278 1.90484 0.47778
H 2.95237 0.55020 1.38438
H 2.76789 0.39296 -0.39440
C -2.11103 0.07645 -1.87887
C -1.71552 -1.44355 -1.87640
H -3.20904 -0.03429 -1.73764
H -1.95983 0.69785 -1.04380
H -1.82280 0.39257 -2.85770
H -2.42307 -2.08391 -1.43137
H -0.78378 -1.58645 -1.28436
H -1.26951 -1.76023 -2.81961
```

How is the electron density shared among the atoms? According to natural (NBO), the charges in e are: C -0.619; C -0.408; C -0.602; H 0.211; H 0.206; H 0.209; H 0.192; H 0.206; H 0.200; H 0.198; H 0.206; C -0.629; C -0.614; H 0.204; H 0.213; H 0.214; H 0.206; H 0.196; H 0.211

=====

(2)
The following is a DFT calculation (ωB97M-V/def2-TZVPD) of a cluster of 2 separate species, C5H14 in total.

Computed properties:
Orbital gap: 12.54 eV
Total charge: 0
LUMO energy: 1.18 eV
Spin multiplicity: 1

```
19
C5H14, DFT ωB97M-V/def2-TZVPD
C 1.19425 0.18712 -0.11083
C 0.77526 0.76621 -1.44563
C 1.66607 0.31309 -2.59841
H 1.25625 -0.89817 -0.23831
H 0.61619 0.53842 0.73892
H 2.22883 0.42714 0.18543
H -0.25954 0.47161 -1.64028
H 0.79675 1.85961 -1.46801
H 1.63503 -0.77234 -2.71108
H 1.21199 0.62673 -3.54309
H 2.70025 0.65166 -2.58219
C -1.43592 -1.03267 2.43202
C -1.97636 -0.02891 1.45099
H -0.39011 -1.23738 2.23467
H -1.56671 -0.70416 3.45653
H -1.95188 -1.98920 2.40226
H -1.93345 -0.33242 0.41526
H -1.53157 0.96147 1.43769
H -3.03533 0.19218 1.58405
```

How is the electron density shared among the atoms? According to natural (NBO), the charges in e are: C -0.613; C -0.397; C -0.606; H 0.203; H 0.213; H 0.200; H 0.195; H 0.195; H 0.197; H 0.207; H 0.206; C -0.611; C -0.613; H 0.206; H 0.204; H 0.205; H 0.203; H 0.203; H 0.203

=====

(3)
The following is a DFT calculation (ωB97M-V/def2-TZVPD) of a cluster of 2 separate species, C5H14 in total.

Computed properties:
Orbital gap: 12.40 eV
Total charge: 0
LUMO energy: 1.13 eV
Spin multiplicity: 1

```
19
C5H14, DFT ωB97M-V/def2-TZVPD
C -2.80892 -0.17594 -0.12847
C -1.99589 -0.54051 -1.38811
C -0.46672 -0.56563 -1.18181
H -3.40372 -0.99041 0.25913
H -3.56828 0.57037 -0.40295
H -2.17089 0.38971 0.54887
H -2.21710 -1.54984 -1.68609
H -2.27713 0.11981 -2.20213
H 0.01002 0.20371 -1.79180
H -0.07163 -0.40445 -0.18605
H -0.06980 -1.51879 -1.52921
C 2.71319 -0.13790 1.25476
C 2.15457 1.28006 1.17274
H 3.79564 -0.08892 1.32283
H 2.20300 -0.73555 2.02160
H 2.35463 -0.76646 0.42997
H 1.09158 1.16810 0.91835
H 2.67857 1.90783 0.47403
H 2.04888 1.83481 2.09434
```

How is the electron density shared among the atoms? According to natural (NBO), the charges in e are: C -0.616; C -0.406; C -0.613; H 0.213; H 0.204; H 0.206; H 0.198; H 0.201; H 0.207; H 0.201; H 0.205; C -0.618; C -0.610; H 0.208; H 0.207; H 0.207; H 0.198; H 0.204; H 0.204

=====

(4)
The following is a DFT calculation (ωB97M-V/def2-TZVPD) of a cluster of 2 separate species, C5H14 in total.

Computed properties:
Orbital gap: 11.68 eV
Total charge: 0
LUMO energy: 1.09 eV
Spin multiplicity: 1

```
19
C5H14, DFT ωB97M-V/def2-TZVPD
C 2.02116 0.22332 -0.65534
C 1.76365 -1.26745 -0.62440
C 0.32769 -1.66451 -0.37786
H 2.90498 0.62008 -1.09337
H 1.10067 0.51131 -1.14054
H 1.96128 0.69152 0.33219
H 2.51742 -1.88065 0.04836
H 2.29530 -1.58616 -1.55347
H 0.17006 -2.72929 -0.28282
H -0.33489 -1.47321 -1.29327
H -0.04577 -1.24171 0.56431
C -1.26455 0.67027 0.66352
C -2.51513 1.74227 0.81308
H -1.07489 -0.26162 1.10116
H -0.97963 0.55178 -0.44615
H -0.44945 1.28636 1.14387
H -3.09351 1.71639 -0.11647
H -3.21826 1.43355 1.68446
H -2.08614 2.65774 1.23274
```

How is the electron density shared among the atoms? According to natural (NBO), the charges in e are: C -0.609; C -0.410; C -0.612; H 0.214; H 0.203; H 0.195; H 0.189; H 0.208; H 0.216; H 0.205; H 0.204; C -0.619; C -0.620; H 0.198; H 0.202; H 0.200; H 0.217; H 0.203; H 0.215

=====

Short version: (4) is the least stable of them.

=====

(1)
The following is a DFT calculation (ωB97M-V/def2-TZVPD) of a cluster of 2 separate species, C5H14 in total.

Computed properties:
Orbital gap: 11.42 eV
Total charge: 0
LUMO energy: 1.10 eV
Spin multiplicity: 1

```
19
C5H14, DFT ωB97M-V/def2-TZVPD
C 0.61312 1.02089 -1.22564
C -0.15973 1.33168 -0.03472
C 0.49766 2.09315 1.09818
H 1.30397 1.83744 -1.55655
H 1.36784 0.32556 -1.12741
H -0.02809 0.68246 -2.10466
H -1.05862 1.88562 -0.46371
H -0.81180 0.48227 0.32067
H -0.22558 2.57605 1.79615
H 0.96685 1.52754 1.72124
H 1.23679 2.89075 0.78931
C 0.20462 -2.55128 0.05456
C -1.11749 -1.71856 0.10553
H 0.15809 -2.84746 -0.91078
H 1.08907 -2.30638 0.47508
H 0.08006 -3.42234 0.83792
H -1.90975 -2.48643 0.24414
H -1.20966 -1.17863 -0.86895
H -1.18823 -1.02176 0.86014
```

How is the electron density shared among the atoms? According to natural (NBO), the charges in e are: C -0.608; C -0.427; C -0.592; H 0.207; H 0.200; H 0.207; H 0.190; H 0.218; H 0.208; H 0.192; H 0.199; C -0.607; C -0.591; H 0.205; H 0.212; H 0.187; H 0.208; H 0.198; H 0.192

=====

(2)
The following is a DFT calculation (ωB97M-V/def2-TZVPD) of a cluster of 2 separate species, C5H14 in total.

Computed properties:
Orbital gap: 11.28 eV
Total charge: 0
LUMO energy: 1.05 eV
Spin multiplicity: 1

```
19
C5H14, DFT ωB97M-V/def2-TZVPD
C -0.78367 0.30426 3.19261
C -0.15192 0.02982 1.82380
C 0.87210 0.89796 1.10204
H -1.89179 0.43417 2.89425
H -0.73011 -0.65935 3.80276
H -0.50488 1.28349 3.69190
H -1.03185 -0.08876 0.98487
H 0.26034 -1.02281 1.55494
H 1.52385 0.28146 0.52789
H 1.58017 1.50698 1.82905
H 0.58797 1.68366 0.41684
C 0.16078 -0.09832 -2.34878
C -0.09937 -1.11144 -3.45295
H -0.57943 0.78481 -2.50253
H 0.15525 -0.52926 -1.37107
H 1.23197 0.30206 -2.46921
H 0.44575 -2.09250 -3.43848
H 0.14700 -0.57867 -4.32409
H -1.18186 -1.43898 -3.49752
```

How is the electron density shared among the atoms? According to natural (NBO), the charges in e are: C -0.639; C -0.420; C -0.612; H 0.217; H 0.225; H 0.224; H 0.186; H 0.210; H 0.208; H 0.193; H 0.208; C -0.604; C -0.610; H 0.208; H 0.202; H 0.199; H 0.204; H 0.202; H 0.199

=====

Short version: (1) is the least stable of them.

=====

(1)
The following is a DFT calculation (ωB97M-V/def2-TZVPD) of a cluster of 2 separate species, C5H14 in total.

Computed properties:
Orbital gap: 12.48 eV
Total charge: 0
LUMO energy: 1.11 eV
Spin multiplicity: 1

```
19
C5H14, DFT ωB97M-V/def2-TZVPD
C -2.45244 0.00464 0.42949
C -1.04165 0.57189 0.56974
C -1.00837 1.83364 1.41911
H -3.20447 0.72799 0.10997
H -2.77863 -0.39529 1.39392
H -2.46362 -0.83191 -0.26971
H -0.47658 -0.19909 1.09877
H -0.54571 0.70408 -0.39572
H -1.20719 1.58005 2.46446
H -0.07548 2.39017 1.40735
H -1.80283 2.53798 1.14250
C 1.98628 -0.49064 -1.55791
C 2.28539 -1.74682 -0.77971
H 1.01291 -0.52974 -2.04673
H 1.98742 0.38834 -0.91493
H 2.70273 -0.29020 -2.36299
H 1.50631 -1.94856 -0.03375
H 2.33569 -2.63527 -1.41162
H 3.24024 -1.67126 -0.26223
```

How is the electron density shared among the atoms? According to natural (NBO), the charges in e are: C -0.603; C -0.400; C -0.607; H 0.200; H 0.200; H 0.208; H 0.193; H 0.199; H 0.201; H 0.210; H 0.199; C -0.606; C -0.606; H 0.201; H 0.202; H 0.203; H 0.202; H 0.202; H 0.202

=====

(2)
The following is a DFT calculation (ωB97M-V/def2-TZVPD) of a cluster of 2 separate species, C5H14 in total.

Computed properties:
Orbital gap: 12.05 eV
Total charge: 0
LUMO energy: 1.08 eV
Spin multiplicity: 1

```
19
C5H14, DFT ωB97M-V/def2-TZVPD
C -0.00396 -2.56366 -0.51659
C -0.22332 -1.17615 0.16638
C -0.37493 -1.33077 1.72992
H -0.83320 -3.12575 -0.70294
H 0.49770 -2.39442 -1.48292
H 0.65453 -3.27950 -0.05872
H 0.77309 -0.46810 0.04980
H -1.12612 -0.76307 -0.16609
H 0.31076 -2.00331 2.12004
H -0.10466 -0.45408 2.45192
H -1.42452 -1.67271 1.92791
C -0.31898 2.31257 -0.24770
C 0.85030 2.65523 -1.17033
H -0.00666 1.57600 0.52558
H -0.76799 3.30766 0.11951
H -1.22539 1.88767 -0.63490
H 1.84385 2.54834 -0.58429
H 0.83448 3.66212 -1.44708
H 0.99948 1.79582 -1.88789
```

How is the electron density shared among the atoms? According to natural (NBO), the charges in e are: C -0.617; C -0.387; C -0.615; H 0.203; H 0.207; H 0.205; H 0.193; H 0.203; H 0.200; H 0.208; H 0.200; C -0.621; C -0.621; H 0.211; H 0.201; H 0.205; H 0.199; H 0.213; H 0.213

=====

Short version: (2) is the least stable of them.